No. 1
A gas-phase ion, C9H12N3O (charge +1) at a distorted geometry, computed with ωB97M-V/def2-TZVPD.

XYZ file:
```
25
Properties=species:S:1:pos:R:3:forces:R:3
C -1.591 2.691 -2.023 -0.827 1.640 -1.000
C -0.705 1.748 -2.487 -0.705 0.381 0.993
C -2.159 2.562 -0.771 0.995 -0.335 -0.219
C -0.415 0.635 -1.705 1.962 -0.797 -2.655
C -1.842 1.434 0.004 -1.552 1.617 1.015
C -0.990 0.472 -0.467 -0.481 -1.163 0.532
C 0.493 -1.139 0.687 -5.072 -1.042 0.206
C 2.653 -0.943 1.217 2.195 1.006 1.917
C 2.128 -2.360 1.648 0.345 -0.413 -0.658
N 1.541 -0.434 0.447 0.880 2.467 -0.821
N 0.734 -2.231 1.383 -0.980 2.612 -0.886
N -0.786 -0.769 0.275 0.559 -0.434 0.206
O -1.884 -1.408 1.003 0.678 0.710 -0.936
H -1.863 3.580 -2.702 0.511 -1.451 1.308
H -0.331 2.016 -3.439 0.916 -0.745 -0.882
H -2.695 3.426 -0.438 -0.681 -0.178 0.647
H 0.319 -0.068 -2.215 -1.126 0.478 1.248
H -2.338 1.387 0.982 0.455 -0.376 -0.326
H 2.973 -0.265 2.106 -1.368 -1.045 -0.996
H 3.605 -0.856 0.668 -0.570 -0.946 -0.316
H 2.357 -3.130 0.863 1.322 0.218 1.540
H 2.159 -2.564 2.738 1.181 -0.354 -0.931
H 1.347 0.550 0.209 0.779 -0.612 0.116
H -0.002 -2.821 1.588 -1.323 -1.615 0.670
H -2.708 -1.512 0.428 1.908 0.376 0.232
```
Forces are in eV/Å.

Summary:
Electronic energy in eV: -16036.792
Structure (SMILES): O[N+](=C1NCCN1)c1ccccc1
Largest force on an atom in eV/Å: 5.182
Highest occupied orbital energy in Ha: -0.46870
Charge: +1


No. 2
2 unconnected molecules or ions with the total composition C4H12NO3 at a distorted geometry, computed with ωB97M-V/def2-TZVPD.

XYZ file:
```
20
Properties=species:S:1:pos:R:3:forces:R:3
O -1.298 2.020 -1.237 -1.017 -1.874 1.040
C -0.464 1.823 -0.385 -0.225 2.376 -1.505
C -0.365 0.722 0.645 1.904 1.307 2.830
C 1.020 0.183 0.358 3.947 -0.199 -0.361
C 1.493 -1.305 0.701 0.476 1.666 1.772
O 2.091 -1.377 2.087 -1.423 -0.206 -2.282
N -1.335 -0.260 0.431 -6.960 -0.387 -0.728
H 0.350 2.522 -0.551 1.061 -0.085 1.251
H -0.423 0.999 1.777 0.175 0.249 -2.168
H 1.767 0.853 0.898 -0.977 -0.637 -0.899
H 1.212 0.300 -0.727 -0.032 0.049 0.427
H 2.031 -1.849 -0.136 -0.250 0.978 1.226
H 0.548 -1.762 0.838 -0.513 -1.652 0.396
H 2.998 -1.059 2.162 0.016 0.050 -0.630
H -1.922 0.018 -0.521 1.839 -1.085 2.032
H -0.890 -1.183 0.329 -0.941 0.165 0.030
H -2.176 -0.221 1.217 2.888 -0.643 -2.349
H -0.796 -1.931 -2.306 -0.548 1.261 0.163
H -1.002 -0.646 -3.107 -0.181 0.073 0.474
O -1.100 -0.989 -2.200 0.761 -1.407 -0.719
```
Forces are in eV/Å.

Summary:
Electronic energy in eV: -11966.172
Largest force on an atom in eV/Å: 7.009
Highest occupied orbital energy in Ha: -0.53069
Charge: +1


No. 3
2 unconnected molecules or ions with the total composition C7H8N2O at a distorted geometry, computed with ωB97M-V/def2-TZVPD.

XYZ file:
```
18
Properties=species:S:1:pos:R:3:forces:R:3
C 2.702 -0.833 -0.353 1.583 0.302 -0.626
C 1.370 -1.012 -0.290 -1.638 -1.976 0.181
C 3.220 0.399 0.082 2.878 -0.348 1.293
C 1.168 1.319 0.235 0.375 0.032 0.435
C 0.618 0.073 -0.003 -1.451 2.020 0.208
C -2.248 0.341 0.131 1.021 0.282 -1.002
C -2.803 -0.951 0.608 1.844 -0.256 1.461
N 2.529 1.454 0.487 -1.979 -0.583 -1.511
N -2.710 1.048 -0.982 -2.087 -0.974 0.373
O -2.399 1.672 0.319 0.106 -0.184 0.822
H 3.269 -1.637 -0.825 0.481 0.358 0.643
H 0.954 -2.033 -0.391 0.095 0.739 -0.274
H 4.357 0.463 0.309 -1.939 -0.045 -0.760
H 0.541 2.224 0.225 0.444 -0.418 0.487
H -2.368 -1.111 1.711 -1.207 -0.092 -2.531
H -2.277 -1.626 -0.164 -1.146 0.381 1.536
H -3.916 -0.994 0.546 0.807 -0.026 0.108
H -2.007 1.204 -1.645 1.813 0.790 -0.842
```
Forces are in eV/Å.

Summary:
Electronic energy in eV: -12408.564
Largest force on an atom in eV/Å: 3.175
Highest occupied orbital energy (alpha / beta) in Ha: -0.32992 / -0.30156
Charge: 0


ΔE to the lowest compared entry with this formula, charge and spin (kJ/mol)
275.11, 330.32, 755.89